1.
A structure of composition C45H45BiF9IN6O5P2S4 in a non-equilibrium geometry. Source: the OMol25 dataset; level of theory: the ωB97M-V functional and the def2-TZVPD basis.

For the HOMO energy, the calculation gives -0.290 hartree. The orbital gap comes out at 7.3 eV.

```
! RIJCOSX wB97M-V def2-TZVPD def2/J DEFGRID3
* xyz 0 1
Bi -9.85110 13.51687 14.38749
C -9.98083 11.73394 10.26155
C -8.69140 11.48745 10.94419
N -7.62067 11.16846 10.13597
C -6.43864 10.92284 10.66623
C -6.19906 11.03947 12.05286
C -4.83770 10.90977 12.57888
O -4.50463 11.73047 13.68248
C -7.26280 11.29375 12.91056
C -7.05635 11.39771 14.36893
N -7.88786 11.89912 15.22286
C -7.53464 11.90992 16.62145
C -8.16484 10.95094 17.42987
C -8.01081 11.04606 18.83232
C -7.17511 12.02032 19.38026
C -6.58975 12.97717 18.59341
C -6.79641 12.97205 17.14967
I -5.81315 14.34676 16.03021
C -8.52365 11.61901 12.32833
O -9.54424 11.82380 13.11720
H -10.71551 11.91641 11.00415
H -10.25806 10.85684 9.69093
H -9.92607 12.54964 9.54442
H -5.63374 10.82624 9.97580
H -4.11374 11.09516 11.84350
H -4.60113 9.89953 12.98449
H -4.33655 12.68511 13.35961
H -6.17009 10.90774 14.80721
H -8.68920 10.14717 16.95538
H -8.51258 10.32170 19.47232
H -6.94833 12.11753 20.42047
H -6.11243 13.81950 19.02973
S -9.02014 16.75976 11.19845
C -9.37687 15.56878 12.27403
S -8.05723 14.80557 13.15461
S -10.99174 15.00364 12.59601
C -12.73510 12.09899 19.88737
C -13.18777 12.90928 18.74545
N -14.41558 13.05848 18.37708
N -14.29208 13.86901 17.26276
C -13.05043 14.02289 16.82946
S -12.60647 14.83712 15.48274
N -12.27794 13.44315 17.81201
N -10.92957 13.27165 17.78109
H -13.55157 11.54542 20.26279
H -12.34311 12.72336 20.64472
H -11.99431 11.41795 19.60038
H -15.09911 13.93148 16.67600
H -10.50056 13.85117 18.52452
H -10.62766 12.28121 17.75668
F -13.94942 21.47591 17.20465
C -14.08296 20.88135 16.00045
F -15.24684 20.29788 16.06960
F -14.15660 21.89315 15.12556
C -12.91000 19.98239 15.67072
C -11.67514 20.39462 16.12728
C -10.56110 19.52728 16.10407
C -10.68874 18.29981 15.45246
C -11.92241 18.05657 14.82388
C -13.05857 18.84561 14.92143
P -9.47997 16.96678 15.74634
C -8.00937 18.03689 15.58279
C -7.52397 18.42438 14.29093
C -6.31113 19.09695 14.17122
C -5.68270 19.59293 15.31797
C -6.17477 19.36834 16.54006
C -7.26793 18.49072 16.69279
C -4.41394 20.35513 15.12189
F -4.01760 20.95649 16.25241
F -3.42323 19.50344 14.81812
F -4.40060 21.33091 14.18883
C -9.64169 16.72287 17.54840
C -10.87178 16.84446 18.19484
C -10.92449 16.43171 19.53631
C -9.84679 15.87301 20.18980
C -8.63156 15.70440 19.44510
C -8.54891 16.12371 18.17415
C -9.97075 15.25631 21.55874
F -9.38288 16.07024 22.57808
F -9.37111 14.02147 21.67344
F -11.24669 15.12522 21.93972
H -11.61291 21.36834 16.60687
H -9.66369 19.74589 16.69490
H -11.97254 17.19752 14.17150
H -13.95025 18.41180 14.45067
H -8.12563 18.25602 13.41802
H -5.97791 19.34766 13.13558
H -5.71430 19.67742 17.46837
H -7.53730 18.25289 17.71112
H -11.78154 17.19159 17.68530
H -11.84462 16.62236 20.15083
H -7.83938 15.09450 19.90490
H -7.63949 15.95149 17.61292
C -10.40137 8.59552 13.09915
C -10.67562 9.05345 14.49163
O -11.90575 9.83533 14.44678
P -12.36320 10.45145 15.95361
O -12.51398 9.10767 16.87260
C -13.27965 7.92509 16.45944
C -13.34755 7.00340 17.67598
O -13.90801 10.81920 15.59319
C -14.62805 10.38783 14.47445
C -14.43010 11.26003 13.23679
H -9.56839 7.89027 13.09260
H -10.05458 9.37806 12.47663
H -11.29027 8.14626 12.64260
H -9.83119 9.71339 14.82354
H -10.76407 8.30193 15.23880
H -12.78364 7.56495 15.56814
H -14.24616 8.28035 16.12701
H -12.45408 6.43352 17.84973
H -14.07254 6.15419 17.55910
H -13.64640 7.55520 18.62263
H -15.64974 10.20769 14.76152
H -14.33706 9.39608 14.16384
H -14.88715 12.18673 13.33998
H -14.83379 10.71901 12.40796
H -13.41070 11.38848 12.89640
*
```

***

2.
A cluster of 2 separate species, C2H3N4O2S in total in a non-equilibrium geometry. Source: the OMol25 dataset; level of theory: the ωB97M-V functional and the def2-TZVPD basis.

For the HOMO energy (alpha / beta), the calculation gives -0.195 / -0.204 hartree. The orbital gap (alpha / beta) comes out at 6.1 / 8.4 eV.

```
! RIJCOSX wB97M-V def2-TZVPD def2/J DEFGRID3
* xyz -1 1
C -1.91276 0.10159 0.07973
C 2.40537 0.11237 -0.04315
N -3.06123 1.75216 0.06348
N -1.83530 1.37533 0.31704
N -3.10489 -0.42247 -0.13307
N -3.83314 0.68453 -0.14656
O 1.08949 -1.86204 1.21216
O 1.11024 -1.99340 -1.29899
S 0.90723 -1.16348 -0.10426
H 2.27786 1.10845 -0.56677
H 2.50198 0.58176 0.97755
H 3.45517 -0.27479 -0.35715
*
```

***

3.
The molecule C9H20N2 in a non-equilibrium geometry. Source: the OMol25 dataset; level of theory: the ωB97M-V functional and the def2-TZVPD basis.

For the HOMO energy (alpha / beta), the calculation gives -0.243 / -0.268 hartree. The orbital gap (alpha / beta) comes out at 7.6 / 8.3 eV.

```
! RIJCOSX wB97M-V def2-TZVPD def2/J DEFGRID3
* xyz 0 1
C -0.47148 1.03667 1.09925
C -1.46855 0.45161 0.07080
C 0.82857 1.41085 0.30662
C -0.96162 -0.84654 -0.54799
C -2.83501 0.31278 0.79203
C 0.67761 2.40808 -0.76282
C -0.98722 -1.08407 -2.08504
C -0.60518 -2.01674 0.41119
C 3.29487 -1.08813 0.27433
N 1.37735 0.19454 -0.25816
N 1.98388 -0.60139 0.62984
H -0.96476 1.94937 1.41627
H -0.11230 0.28740 1.81570
H -1.60064 1.22258 -0.67694
H 1.66889 1.86242 0.92423
H -3.24717 -0.72265 0.58740
H -3.59979 1.01602 0.66871
H -2.70464 0.25361 1.83386
H 0.62880 3.46736 -0.45918
H -0.20462 2.10267 -1.31740
H 1.45154 2.25758 -1.56674
H -0.16531 -0.57141 -2.63726
H -1.97809 -0.57654 -2.32096
H -1.20979 -2.11819 -2.27003
H 0.40116 -1.76168 0.63714
H -0.72215 -2.93459 -0.02699
H -1.28226 -1.98030 1.43806
H 3.26167 -1.80949 -0.66638
H 3.94392 -0.29535 0.01195
H 3.69206 -1.59629 1.08282
H 1.91025 -0.23017 1.59567
*
```

***

4.
A cluster of 2 separate species, C5H4BrClF2N2 in total in a non-equilibrium geometry. Source: the OMol25 dataset; level of theory: the ωB97M-V functional and the def2-TZVPD basis.

For the HOMO energy (alpha / beta), the calculation gives -0.328 / -0.317 hartree. The orbital gap (alpha / beta) comes out at 8.4 / 8.0 eV.

```
! RIJCOSX wB97M-V def2-TZVPD def2/J DEFGRID3
* xyz 0 1
C 1.52696 1.73296 0.67221
C 1.15578 1.21654 -0.54707
C 1.08395 -0.34375 1.10532
C -2.61533 -0.67708 0.26783
C 0.15699 -1.00496 -1.07153
N 1.46001 0.78712 1.66930
N 0.83874 -0.06575 -0.24325
F 0.25405 -0.65597 -2.37300
F 0.51328 -2.30146 -0.91715
Cl -2.18365 0.43846 1.40240
Br -3.64639 -0.18005 -1.34393
H 1.93247 2.63412 0.66579
H 1.35658 1.44752 -1.54098
H 0.92622 -1.33068 1.54294
H -2.75966 -1.69703 0.71111
*
```

***

5.
A cluster of 2 separate species, C2H4NOS in total in a non-equilibrium geometry. Source: the OMol25 dataset; level of theory: the ωB97M-V functional and the def2-TZVPD basis.

For the HOMO energy, the calculation gives -0.105 hartree. The orbital gap comes out at 6.9 eV.

```
! RIJCOSX wB97M-V def2-TZVPD def2/J DEFGRID3
* xyz -1 1
C -0.53468 -0.94704 0.04693
C -0.33512 -1.04846 1.32177
N 1.04368 1.55375 -1.33182
O 1.00733 2.23034 -0.28558
S 0.40823 2.18754 -2.72165
H -0.64734 -1.85389 -0.51054
H -0.60608 0.11698 -0.33755
H -0.24958 -0.21316 1.94202
H -0.08643 -2.02606 1.87642
*
```

***

Going through the records in order, we get relative energy (zero: lowest compared OMol25 entry of this formula, charge and spin) values of 54.8; 110.8; 109.0; 47.4; 11.9 kcal per mole.